{
  "formula": "C24H23N3O3S",
  "method": "ωB97M-V with the def2-TZVPD basis set",
  "symbols": ["C", "O", "C", "C", "C", "C", "C", "C", "N", "C", "N", "C", "C", "C", "C", "C", "O", "H", "H", "H", "H", "H", "C", "C", "C", "C", "C", "C", "C", "C", "C", "N", "C", "O", "H", "H", "H", "C", "H", "H", "H", "H", "H", "H", "H", "S", "H", "H", "H", "H", "H", "H", "H", "H"],
  "positions_angstrom": [[-6.058, -0.082, 0.769], [-4.700, -0.276, 0.467], [-4.229, -1.564, 0.372], [-5.000, -2.702, 0.523], [-4.415, -3.957, 0.426], [-3.060, -4.075, 0.194], [-2.277, -2.942, 0.044], [-2.848, -1.682, 0.110], [-2.132, -0.489, 0.009], [-0.984, -0.238, -0.676], [-0.399, 0.961, -0.436], [-0.856, 1.878, 0.601], [-1.912, 2.805, 0.092], [-1.826, 4.070, -0.408], [-3.139, 4.434, -0.798], [-3.923, 3.363, -0.511], [-3.194, 2.371, 0.027], [-4.973, 3.184, -0.639], [-3.448, 5.363, -1.231], [-0.940, 4.668, -0.475], [-1.220, 1.308, 1.460], [0.005, 2.475, 0.910], [0.697, 1.433, -1.261], [2.042, 1.136, -0.646], [2.730, 0.007, -0.930], [4.002, -0.266, -0.344], [4.731, -1.431, -0.616], [5.962, -1.653, -0.039], [6.482, -0.688, 0.833], [5.790, 0.465, 1.120], [4.541, 0.688, 0.536], [3.818, 1.820, 0.801], [2.578, 2.119, 0.289], [2.012, 3.150, 0.627], [4.206, 2.504, 1.441], [6.202, 1.201, 1.795], [7.448, -0.857, 1.286], [6.749, -2.895, -0.326], [6.202, -3.556, -0.992], [6.964, -3.430, 0.598], [7.700, -2.641, -0.792], [4.303, -2.157, -1.291], [2.312, -0.717, -1.615], [0.626, 0.943, -2.235], [0.584, 2.514, -1.377], [-0.327, -1.304, -1.764], [-2.693, 0.312, 0.278], [-1.219, -3.038, -0.133], [-2.601, -5.049, 0.131], [-5.030, -4.837, 0.538], [-6.059, -2.628, 0.713], [-6.707, -0.482, -0.018], [-6.193, 0.997, 0.833], [-6.327, -0.536, 1.728]],
  "mulliken_charge": [-0.9513, -0.3056, 0.7176, -0.4691, -0.6905, -0.8610, -0.3483, 0.1090, 0.1422, 0.3033, 0.4423, -1.5369, 0.1732, 0.0124, -0.9565, -0.2729, -0.1615, 0.4554, 0.4622, 0.5944, 0.5537, 0.3590, -2.4610, 0.7731, -0.2232, 0.7813, -0.6325, 0.6568, -0.7619, -0.7263, -0.1128, -0.0295, 0.4509, -0.8000, 0.2197, 0.3793, 0.4154, -1.4682, 0.3531, 0.3407, 0.3287, 0.3956, 0.4772, 0.9651, 0.3579, -0.3731, 0.3786, 0.4376, 0.3777, 0.3803, 0.3876, 0.3761, 0.2047, 0.3797],
  "smiles": "COc1ccccc1NC(=S)N(Cc1ccco1)Cc1cc2cc(C)ccc2[nH]c1=O",
  "energy_ev": -46709.8775,
  "total_charge": 0,
  "orbital_gap_ev": 8.041,
  "lumo_ev": 0.3
}

***

{
  "formula": "C34H68F2N3O5S2",
  "method": "ωB97M-V with the def2-TZVPD basis set",
  "symbols": ["C", "C", "F", "C", "N", "C", "C", "C", "S", "C", "S", "N", "C", "C", "O", "C", "C", "C", "C", "C", "C", "N", "C", "C", "C", "F", "H", "H", "H", "H", "H", "H", "H", "H", "H", "H", "H", "H", "H", "H", "H", "H", "H", "H", "H", "H", "H", "H", "H", "H", "H", "H", "H", "H", "C", "C", "O", "C", "C", "H", "H", "H", "H", "H", "H", "H", "H", "H", "H", "C", "C", "O", "C", "C", "H", "H", "H", "H", "H", "H", "H", "H", "H", "H", "C", "C", "O", "C", "C", "H", "H", "H", "H", "H", "H", "H", "H", "H", "H", "C", "C", "O", "C", "C", "H", "H", "H", "H", "H", "H", "H", "H", "H", "H"],
  "positions_angstrom": [[1.499, 2.114, 3.266], [1.416, 1.984, 1.756], [1.316, 3.246, 1.210], [0.238, 1.078, 1.431], [-0.221, 0.994, 0.011], [-0.655, -0.415, -0.425], [0.205, -1.607, 0.009], [-0.608, -2.717, 0.725], [-0.286, -4.368, 0.014], [1.456, -4.680, 0.438], [2.634, -3.956, -0.391], [1.628, -5.576, 1.493], [2.587, -6.675, 1.231], [3.428, -6.938, 2.471], [2.671, -7.068, 3.645], [1.751, -6.005, 3.833], [1.870, -4.925, 2.777], [0.789, 1.438, -1.002], [0.525, 2.399, -1.952], [1.539, 2.660, -2.848], [2.720, 1.965, -2.761], [3.006, 1.041, -1.843], [2.004, 0.814, -0.994], [-1.513, 1.799, -0.059], [-1.460, 3.259, 0.319], [-2.114, 1.601, -1.258], [0.656, 2.684, 3.646], [1.479, 1.132, 3.725], [2.407, 2.639, 3.530], [2.363, 1.558, 1.443], [0.512, 0.112, 1.832], [-0.572, 1.389, 2.081], [-1.683, -0.605, -0.143], [-0.668, -0.384, -1.504], [0.623, -2.072, -0.874], [1.053, -1.378, 0.646], [-0.374, -2.745, 1.781], [-1.677, -2.582, 0.596], [3.292, -6.470, 0.428], [2.031, -7.559, 0.938], [4.194, -6.165, 2.554], [3.959, -7.867, 2.293], [0.752, -6.426, 3.707], [1.791, -5.589, 4.837], [1.078, -4.199, 2.945], [2.822, -4.387, 2.812], [-0.416, 2.912, -2.004], [1.395, 3.384, -3.630], [3.490, 2.172, -3.491], [2.194, 0.074, -0.227], [-2.163, 1.322, 0.670], [-1.458, 3.386, 1.393], [-0.621, 3.826, -0.065], [-2.367, 3.726, -0.056], [-3.628, 0.492, -7.035], [-2.929, -0.793, -6.628], [-1.786, -0.595, -5.811], [-2.007, 0.051, -4.579], [-2.958, -0.688, -3.650], [-2.930, 1.167, -7.531], [-4.449, 0.273, -7.716], [-4.044, 1.021, -6.175], [-2.562, -1.303, -7.518], [-3.631, -1.480, -6.143], [-2.347, 1.082, -4.737], [-1.023, 0.117, -4.106], [-3.967, -0.745, -4.060], [-3.021, -0.172, -2.691], [-2.612, -1.710, -3.482], [2.392, -7.136, -3.436], [2.579, -8.380, -2.587], [1.740, -8.420, -1.443], [0.345, -8.402, -1.690], [-0.151, -9.577, -2.516], [2.532, -6.237, -2.831], [3.112, -7.121, -4.254], [1.394, -7.085, -3.873], [3.598, -8.405, -2.200], [2.453, -9.286, -3.190], [0.049, -7.452, -2.151], [-0.125, -8.432, -0.706], [0.264, -9.568, -3.525], [-1.237, -9.543, -2.603], [0.136, -10.519, -2.048], [-5.833, 6.747, -2.543], [-5.409, 6.004, -1.289], [-4.009, 5.785, -1.194], [-3.198, 6.948, -1.172], [-3.479, 7.875, -0.001], [-5.477, 6.229, -3.435], [-6.919, 6.818, -2.588], [-5.434, 7.762, -2.570], [-5.859, 5.011, -1.289], [-5.777, 6.514, -0.393], [-3.276, 7.488, -2.121], [-2.170, 6.587, -1.103], [-4.485, 8.294, -0.048], [-2.774, 8.706, -0.002], [-3.389, 7.337, 0.944], [2.223, 5.641, 8.351], [2.979, 4.586, 7.564], [2.390, 4.267, 6.312], [2.274, 5.334, 5.391], [3.602, 5.956, 4.990], [1.184, 5.340, 8.496], [2.686, 5.784, 9.327], [2.219, 6.605, 7.842], [2.987, 3.652, 8.126], [4.026, 4.878, 7.430], [1.587, 6.099, 5.767], [1.803, 4.903, 4.505], [4.095, 6.437, 5.835], [3.447, 6.713, 4.221], [4.280, 5.193, 4.603]],
  "mulliken_charge": [-1.9148, 0.7931, -0.3647, -0.8887, 1.5570, -0.3718, -1.1858, -0.8186, -0.1336, 0.1251, -0.2208, 0.3279, -0.3035, -0.7424, -0.3972, -0.7155, -0.3392, 0.9614, -1.2907, -0.8306, -0.5152, -0.7037, -0.5246, -0.1784, -1.7967, -0.2453, 0.4271, 0.3837, 0.3871, 0.3232, 0.5359, 0.3296, 0.8883, -0.1453, 0.6395, 0.5241, 0.1729, 0.4531, 0.3586, 0.0934, 0.3520, 0.4267, 0.3183, 0.3933, 0.2266, 0.2850, 0.6538, 0.4590, 0.4373, 0.5121, 0.7606, 0.4405, 0.3013, 0.6825, -1.0165, -0.2999, -0.4484, -0.1740, -0.8693, 0.2800, 0.3960, 0.2459, 0.3591, 0.2937, 0.2294, 0.1870, 0.3857, 0.1778, 0.2760, -0.9259, -0.3910, -0.3810, -0.1190, -1.3013, 0.1418, 0.4088, 0.2703, 0.3497, 0.3405, 0.2603, 0.3613, 0.2962, 0.4075, 0.3192, -1.0562, -0.4045, -0.2856, -0.3098, -1.1193, 0.2982, 0.3860, 0.2653, 0.3177, 0.3266, 0.3394, 0.3113, 0.2710, 0.4016, 0.2916, -1.0261, -0.3624, -0.3487, -0.1601, -1.1611, 0.2911, 0.3871, 0.2660, 0.3082, 0.3131, 0.3297, 0.1566, 0.3094, 0.4033, 0.2984],
  "energy_ev": -78163.5783,
  "total_charge": 1,
  "orbital_gap_ev": 7.797,
  "lumo_ev": -2.8
}

***

{
  "formula": "C4H10N2O",
  "method": "ωB97M-V with the def2-TZVPD basis set",
  "symbols": ["C", "C", "C", "C", "N", "O", "N", "H", "H", "H", "H", "H", "H", "H", "H", "H", "H"],
  "positions_angstrom": [[-0.223, -1.602, -0.623], [-0.703, -0.347, 0.112], [0.477, 0.423, 0.720], [1.340, 1.086, -0.341], [0.730, 2.109, -1.012], [2.475, 0.738, -0.579], [-1.681, -0.673, 1.190], [0.090, -2.335, 0.120], [-1.058, -2.000, -1.196], [0.584, -1.378, -1.313], [-1.249, 0.301, -0.573], [1.101, -0.315, 1.216], [0.138, 1.156, 1.457], [1.289, 2.677, -1.626], [-0.117, 2.517, -0.647], [-2.014, -1.617, 1.026], [-1.177, -0.740, 2.069]],
  "mulliken_charge": [-1.3921, 0.4398, -0.7916, 0.3263, -0.3637, -0.6090, -0.6917, 0.3554, 0.3644, 0.3886, 0.2441, 0.3198, 0.4243, 0.2481, 0.2106, 0.2630, 0.2636],
  "smiles": "C[C@@H](N)CC(N)=O",
  "energy_ev": -9338.4891,
  "total_charge": 0,
  "orbital_gap_ev": 10.536,
  "lumo_ev": 0.9
}

***

{
  "formula": "C6H17ClSi2",
  "method": "ωB97M-V with the def2-TZVPD basis set",
  "symbols": ["C", "C", "C", "C", "C", "C", "Si", "Si", "Cl", "H", "H", "H", "H", "H", "H", "H", "H", "H", "H", "H", "H", "H", "H", "H", "H", "H"],
  "positions_angstrom": [[1.164, 1.054, 0.253], [-0.041, -0.210, -1.519], [-1.018, 1.887, -0.605], [-1.378, 0.616, 2.709], [-0.228, -2.020, 1.483], [-0.218, 0.631, -0.251], [1.576, -3.889, -3.697], [-1.134, -0.385, 1.106], [-2.987, -0.874, 0.381], [1.770, 0.187, 0.508], [1.689, 1.618, -0.516], [1.078, 1.679, 1.139], [-1.006, -0.505, -1.926], [0.533, -1.110, -1.311], [0.487, 0.363, -2.281], [-0.515, 2.450, -1.389], [-2.012, 1.623, -0.960], [-1.126, 2.535, 0.262], [-0.436, 0.996, 3.093], [-2.040, 1.465, 2.557], [-1.818, -0.008, 3.482], [0.852, -1.905, 1.445], [-0.481, -2.386, 2.474], [-0.502, -2.794, 0.771], [2.218, -2.745, -4.395], [1.781, -3.384, -2.313]],
  "mulliken_charge": [-1.7981, -1.9070, -1.8879, -1.1458, -1.1308, 1.8350, 0.1444, 0.7087, -0.3511, 0.3633, 0.4475, 0.3957, 0.3952, 0.3908, 0.4431, 0.4349, 0.4144, 0.4131, 0.3506, 0.2989, 0.3476, 0.3282, 0.3444, 0.2990, -0.0614, -0.0727],
  "energy_ev": -34775.3211,
  "total_charge": 0,
  "orbital_gap_ev": 7.665,
  "lumo_ev": -1.1
}

***

{
  "formula": "C4H12N2O2",
  "method": "ωB97M-V with the def2-TZVPD basis set",
  "symbols": ["N", "C", "C", "N", "H", "H", "H", "H", "H", "H", "H", "H", "H", "O", "C", "O", "C", "H", "H", "H"],
  "positions_angstrom": [[-0.501, -1.658, 0.805], [0.615, -1.740, -0.195], [0.122, -1.369, -1.594], [1.131, -0.574, -2.268], [-0.901, -0.278, 0.799], [-1.254, -2.265, 0.485], [-0.193, -2.063, 1.681], [1.382, -1.023, 0.099], [1.047, -2.740, -0.141], [-0.005, -2.296, -2.162], [-0.892, -0.955, -1.533], [0.836, -0.367, -3.202], [1.163, 0.313, -1.790], [0.715, 1.649, 0.058], [-0.226, 1.734, 0.823], [-1.085, 0.781, 1.044], [-0.465, 2.983, 1.633], [-1.506, 3.082, 1.926], [0.147, 2.974, 2.526], [-0.130, 3.810, 1.007]],
  "mulliken_charge": [-0.5715, -0.6423, -0.3608, -0.6979, 0.4610, 0.2588, 0.2483, 0.3399, 0.3814, 0.3908, 0.2771, 0.2386, 0.2916, -0.6036, 0.7643, -0.6023, -1.0297, 0.3019, 0.2532, 0.3010],
  "smiles": "CC(=O)O.NCCN",
  "energy_ev": -11418.2101,
  "total_charge": 0,
  "orbital_gap_ev": 10.124,
  "lumo_ev": 0.7
}

***

{
  "formula": "C24H29BF2N",
  "method": "ωB97M-V with the def2-TZVPD basis set",
  "symbols": ["C", "C", "C", "F", "C", "C", "C", "C", "C", "C", "F", "C", "C", "C", "C", "C", "C", "H", "H", "H", "H", "H", "H", "H", "H", "H", "H", "H", "H", "H", "C", "C", "C", "C", "C", "C", "C", "N", "B", "H", "C", "C", "H", "H", "H", "H", "H", "H", "H", "H", "H", "H", "H", "H", "H", "H", "H"],
  "positions_angstrom": [[6.892, 3.977, -0.558], [5.583, 3.325, -0.768], [4.431, 4.106, -0.813], [4.568, 5.465, -0.632], [3.160, 3.575, -0.977], [3.039, 2.176, -1.065], [1.732, 1.449, -1.105], [0.419, 2.199, -0.986], [0.253, 3.297, -0.142], [-0.990, 3.892, -0.052], [-1.159, 5.038, 0.691], [-2.120, 3.368, -0.678], [-3.432, 4.022, -0.479], [-1.961, 2.239, -1.486], [-0.702, 1.672, -1.642], [4.188, 1.375, -1.020], [5.447, 1.931, -0.902], [7.692, 3.242, -0.652], [7.044, 4.772, -1.294], [6.957, 4.432, 0.436], [2.300, 4.232, -1.046], [1.693, 0.812, -2.010], [1.086, 3.692, 0.449], [-4.212, 3.404, -0.927], [-3.656, 4.155, 0.585], [-3.441, 5.010, -0.955], [-2.827, 1.801, -1.992], [-0.551, 0.799, -2.274], [4.048, 0.294, -1.131], [6.335, 1.297, -0.938], [-4.375, -3.179, 1.811], [-3.436, -4.175, 1.117], [-3.358, -5.445, 1.965], [-4.029, -4.535, -0.252], [-2.073, -3.544, 0.938], [-0.931, -4.122, 1.495], [0.287, -3.505, 1.333], [0.382, -2.362, 0.612], [1.773, -1.880, 0.535], [1.825, 0.746, -0.294], [-0.719, -1.764, 0.066], [-1.956, -2.352, 0.205], [-4.482, -2.253, 1.233], [-5.368, -3.631, 1.931], [-3.990, -2.922, 2.805], [-2.725, -6.199, 1.483], [-2.960, -5.228, 2.962], [-4.365, -5.861, 2.079], [-3.398, -5.275, -0.759], [-5.027, -4.969, -0.114], [-4.118, -3.655, -0.900], [-0.918, -5.052, 2.065], [1.203, -3.889, 1.772], [2.081, -1.327, 1.538], [2.228, -1.978, -0.542], [-0.556, -0.822, -0.456], [-2.810, -1.866, -0.263]],
  "mulliken_charge": [-1.4061, 0.6858, 0.2995, -0.3461, -0.8986, 0.5802, -0.2501, 0.5302, -0.9838, 0.3159, -0.3472, 0.7879, -1.4221, -0.7175, -0.8255, -0.9992, -0.6111, 0.3682, 0.3207, 0.2951, 0.8842, 0.4945, 0.8078, 0.3718, 0.3205, 0.3080, 0.3422, 0.5331, 0.3590, 0.2947, -1.4750, 1.9269, -2.0839, -1.4782, 0.6630, -0.6540, -0.6302, 0.0447, 0.2994, -0.0833, -0.5689, -0.7397, 0.3294, 0.4352, 0.3846, 0.4391, 0.4396, 0.4089, 0.3891, 0.4360, 0.3284, 0.5235, 0.4858, 0.0415, 0.0409, 0.4867, 0.5184],
  "energy_ev": -32953.5850,
  "total_charge": 1,
  "orbital_gap_ev": 6.307,
  "lumo_ev": -4.5
}

***

Ordered largest force on an atom results: 0.01936 0.02925 0.01390 0.02567 0.02589 0.02870; unit Eh/bohr.